# 1
14
Properties=species:S:1:pos:R:3 method="wB97M-V/def2-TZVPD" charge=0 gap_ha=0.4078 fmax_ev_per_a=0.391 relative_energy_kj_mol=184.6 energy_ev=-8371.36864 e_lumo_ev=1.1
H 2.270 0.595 0.854
H 1.703 -1.002 -0.964
H 0.276 -1.370 1.059
H 0.466 0.141 -1.612
C -1.534 -0.625 0.104
C 1.406 0.874 0.238
C -0.051 -0.550 0.401
H 1.552 1.884 -0.162
O -1.922 0.501 -0.645
H -2.051 -0.662 1.077
C 0.961 -0.240 -0.713
H -1.475 1.237 -0.195
H -1.804 -1.524 -0.458
O 0.203 0.740 1.015


# 2
71
Properties=species:S:1:pos:R:3 method="wB97M-V/def2-TZVPD" charge=+1 gap_ha=0.2078 fmax_ev_per_a=3.283 relative_energy_kj_mol=10.5 energy_ev=-43746.80085 e_lumo_ev=-4.6
H -1.278 0.858 4.929
H 0.395 3.030 1.330
H 4.658 5.717 1.819
H 1.299 0.138 3.767
H -0.714 3.117 2.689
O -2.218 -5.615 -1.496
H -5.074 -5.477 1.301
H 0.793 1.757 4.252
C -3.509 -1.927 -0.006
H 3.911 3.958 -3.745
O -4.817 -5.312 -0.713
C 1.973 1.535 -4.399
C 4.272 2.978 -0.154
C 0.034 1.119 2.331
C -4.786 -6.094 0.448
H -2.320 1.832 3.877
H -0.200 -5.514 -1.161
H 3.179 3.832 -6.252
C 5.925 5.207 0.173
H 6.564 6.064 0.301
H 3.666 1.163 -1.138
H -7.142 -1.837 1.288
C 3.257 3.218 -4.187
C -1.909 0.838 4.044
C 4.041 3.920 0.871
H 1.392 0.659 -4.142
H 2.153 2.248 1.263
H -2.730 0.147 4.220
C 4.855 5.012 1.027
C -0.489 -0.904 1.073
C 3.444 1.835 -0.330
H -5.487 -6.920 0.337
H -5.469 -1.545 1.816
H 1.716 -0.252 -0.422
C 2.361 1.555 0.476
C -1.749 -3.251 -0.924
C -3.937 -4.214 -0.615
H -0.535 -0.871 -1.088
H -0.723 -3.338 -1.225
C -1.246 -0.889 -0.256
C -6.108 -1.747 0.955
C -0.398 2.501 1.849
N 2.711 2.231 -3.513
C -1.444 -0.785 2.253
H -0.740 -6.705 -2.362
O -5.725 -2.960 0.358
C 1.526 0.466 0.353
H 2.058 1.551 3.050
C -4.396 -2.996 -0.080
C -0.900 -5.698 -1.976
H 3.217 3.792 1.549
N 2.893 3.183 -5.513
H -1.237 2.408 1.161
C 2.071 2.105 -5.648
O -2.312 -1.566 2.578
C -2.193 -2.041 -0.419
H -6.039 -0.942 0.222
C 5.366 3.202 -1.010
H 5.563 2.497 -1.801
C 6.175 4.299 -0.843
C 1.114 1.150 3.408
N -1.150 0.403 2.884
H 0.083 -1.836 1.176
C -2.597 -4.350 -1.026
H -3.776 -6.483 0.586
H -0.755 -4.981 -2.784
H -1.799 0.051 -0.330
N 0.459 0.250 1.177
H 1.597 1.774 -6.560
H 7.011 4.453 -1.504
H -3.830 -1.001 0.431


# 3
45
Properties=species:S:1:pos:R:3 method="wB97M-V/def2-TZVPD" charge=0 gap_ha=0.3422 fmax_ev_per_a=14.440 relative_energy_kj_mol=642.2 energy_ev=-29090.72000 e_lumo_ev=0.3
O -2.291 1.587 0.903
H 0.355 0.862 -1.319
H 1.064 -0.984 -0.177
H 1.966 -1.052 -3.083
H -3.210 -1.685 3.880
H -0.113 0.604 -2.783
H 3.355 -1.294 -2.488
H -1.406 -1.820 2.616
O 2.886 -0.862 -3.318
H -1.795 -1.403 -2.000
H 2.027 3.026 -1.424
H -2.744 0.654 -1.477
O 3.606 -1.869 -1.789
H 3.179 -1.312 -1.101
H 3.495 0.996 -2.609
H -1.065 1.127 2.372
H -5.127 0.433 1.463
N -0.546 -1.233 -0.195
C -1.085 -2.060 0.604
H -2.092 2.047 -2.156
C -0.825 -1.034 -1.615
H 1.194 0.612 2.973
H 0.099 -1.469 2.045
H -2.072 -2.562 0.311
H -0.878 2.715 -0.112
H 1.679 2.192 -0.170
C -1.851 1.239 -1.473
O 1.478 3.015 -0.624
H 2.752 0.151 2.508
H -3.547 0.382 1.135
C -0.551 0.508 -1.798
C -1.621 1.903 -0.044
H 4.179 2.299 -2.451
H -0.042 -1.528 -2.185
O -0.538 0.934 3.129
H -3.448 -0.802 2.712
O 3.342 1.863 -2.235
O 1.881 0.466 2.300
O 1.959 -0.737 0.069
O -2.727 -1.064 3.315
H 3.028 -2.626 -1.784
O -4.370 -0.144 1.457
N -0.686 -2.151 1.909
H 1.915 -0.224 0.930
H -0.807 0.300 3.779